1.
Formula: C32H34AsIrN5O2Se
Source: the Open Molecules 2025 dataset
Level of theory: wB97M-V/def2-TZVPD

Summary:
E_LUMO (spin up / spin down)   -3.3 / -5.6 eV
Energy above the lowest of the compared OMol25 structures with the same formula, charge and spin   0.00 kcal/mol
Charge   +1
Multiplicity   5
Gap between HOMO and LUMO (spin up / spin down)   5.65 / 4.75 eV

Geometry as XYZ:
```
76
Properties=species:S:1:pos:R:3:forces:R:3
Ir 0.47392 -0.62397 -0.11434 -0.7 1.3 -2.0
C 0.37363 2.36520 1.24272 -0.8 -0.3 -1.4
C 0.30372 1.67585 2.57268 -0.2 -1.0 0.6
C 0.46225 2.52330 3.70232 -0.1 -1.3 -1.2
C 0.36446 2.01343 4.97458 0.0 -0.1 0.8
C 0.39596 0.62363 5.18190 0.2 0.3 -1.4
C 0.38862 -0.24339 4.07831 0.2 0.5 -0.2
C 0.87840 -1.65358 4.30845 -1.0 -1.0 -0.7
C 0.10667 0.26342 2.75994 0.2 1.4 1.4
N -0.26495 -0.62671 1.71255 0.7 -0.1 0.2
C -1.22482 -1.62591 1.91361 -0.8 0.0 1.8
O -2.00434 -1.72854 2.85437 1.2 0.1 -1.0
C -1.24255 -2.64019 0.80415 -0.4 -0.3 -0.7
C -1.85127 -3.89185 0.80269 -0.6 0.6 1.3
C -1.73835 -4.70524 -0.31223 -0.2 -0.4 0.5
C -1.11880 -4.20756 -1.43702 0.9 -0.1 -1.9
C -0.56426 -2.93740 -1.43301 -0.4 0.5 1.7
N -0.64523 -2.21358 -0.30363 0.0 -2.0 0.0
C 0.15696 -2.19893 -2.50951 0.2 -1.0 -1.6
O 0.37794 -2.80188 -3.55770 -0.1 1.4 1.0
N 0.50691 -0.88637 -2.15181 0.0 0.5 0.6
C 0.66554 0.08741 -3.19369 1.0 0.2 -1.2
C 1.95066 0.75270 -3.38609 -1.1 0.0 -0.4
C 3.05171 0.90335 -2.35922 0.1 0.1 0.4
C 2.15831 1.43464 -4.59672 -0.8 -0.5 0.6
C 1.11279 1.62906 -5.48268 0.0 0.3 -0.7
C -0.16993 1.17245 -5.21410 1.2 -0.3 0.9
C -0.40047 0.30846 -4.13445 0.6 0.8 0.2
C -1.84424 -0.14358 -4.03039 1.0 0.1 0.0
H 1.25844 3.00642 1.14799 0.0 -0.4 0.0
H -0.47886 3.04321 1.12045 0.0 0.0 0.1
H 0.27648 1.68843 0.32366 0.4 0.6 1.0
H 0.69262 3.55355 3.48665 -0.3 0.3 0.3
H 0.32008 2.70738 5.81662 0.2 -0.3 -0.1
H 0.55006 0.18844 6.15739 -0.1 0.1 0.2
H 1.67211 -1.71254 5.05809 -0.2 0.2 0.0
H 1.27071 -2.12140 3.37689 -0.3 0.5 0.7
H 0.03090 -2.29796 4.62083 0.5 0.2 0.0
H -2.44650 -4.13965 1.69705 0.5 -0.2 -0.5
H -2.10867 -5.73318 -0.26519 0.0 0.5 -0.2
H -0.98666 -4.75952 -2.38397 -0.2 0.1 0.7
H 3.92147 0.26442 -2.50889 -0.2 -0.2 -0.2
H 2.68461 0.72207 -1.33660 0.1 0.2 -0.4
H 3.47132 1.92737 -2.40493 -0.5 -0.4 0.1
H 3.12539 1.84479 -4.84001 0.2 0.1 0.2
H 1.30988 2.17784 -6.41029 -0.2 -0.1 0.4
H -0.99393 1.50319 -5.81002 -0.3 -0.2 -0.5
H -2.22695 -0.19816 -5.05710 -0.2 -0.2 0.5
H -2.40321 0.58311 -3.44231 0.0 -0.1 -0.4
H -1.88934 -1.10165 -3.54113 -0.4 -0.6 0.0
C 4.19351 -1.43811 -0.53031 0.5 -0.5 0.2
As 2.63775 -1.18843 0.60702 1.7 -0.1 1.0
C 3.50937 -0.14789 2.06551 -0.5 0.1 0.8
C 2.39226 -3.03630 1.17052 0.1 -0.3 0.2
H 4.75970 -2.29937 -0.10837 -0.3 0.6 -0.1
H 4.83503 -0.53903 -0.51648 -0.4 -0.5 -0.2
H 3.88222 -1.72618 -1.53107 0.1 0.2 -0.1
H 4.50940 -0.53774 2.30088 -0.2 0.0 -0.4
H 2.94490 -0.19431 3.02505 0.1 0.0 -0.8
H 3.59175 0.92526 1.79086 -0.1 -0.7 -0.1
H 3.28163 -3.35061 1.72948 -0.3 0.0 0.1
H 2.32579 -3.68879 0.28399 0.0 0.4 0.1
H 1.46998 -3.15293 1.76466 0.6 0.0 -0.3
Se -2.60990 -0.11926 -0.75142 -0.3 1.1 -0.1
N -2.97869 0.70802 0.84269 -0.2 -0.4 0.2
C -3.61704 1.85411 0.58081 0.0 1.1 -0.7
C -4.00355 2.81375 1.56025 1.7 -3.6 -0.7
C -4.48136 3.97728 1.04870 -2.0 3.7 -1.8
C -4.70436 4.24141 -0.31466 -0.9 2.7 3.1
C -4.36851 3.40519 -1.33032 1.3 -3.0 -0.5
C -3.75732 2.18613 -0.87668 -0.3 0.6 0.6
N -3.25262 1.33745 -1.74242 0.0 -0.7 0.2
H -3.85328 2.60374 2.61287 -0.1 0.1 -0.1
H -4.78388 4.81317 1.69040 0.2 -0.6 0.0
H -5.15160 5.23305 -0.46306 0.2 -0.5 -0.4
H -4.48038 3.55001 -2.40580 -0.1 0.2 0.5
```
Positions in Å, forces in eV/Å.


2.
Formula: C32H34Cl7N5NdO3S
Source: the Open Molecules 2025 dataset
Level of theory: wB97M-V/def2-TZVPD

Summary:
E_LUMO (spin up / spin down)   -2.4 / -2.4 eV
Energy above the lowest of the compared OMol25 structures with the same formula, charge and spin   15.37 kcal/mol
Charge   +1
Multiplicity   4
Gap between HOMO and LUMO (spin up / spin down)   7.39 / 7.41 eV

Geometry as XYZ:
```
83
Properties=species:S:1:pos:R:3:forces:R:3
Nd -0.07880 -0.66956 0.17543 -0.7 0.6 0.2
Cl -1.18418 2.16034 1.16312 -0.2 0.4 -0.1
C -0.12657 2.32645 2.56196 0.0 0.0 0.0
Cl 1.27427 1.25893 2.38721 0.4 0.2 0.2
H -0.66374 2.00609 3.44135 -0.1 0.0 0.0
H 0.22368 3.34984 2.62417 0.0 0.0 -0.1
N 1.72172 -1.82548 1.88691 -0.1 -0.3 -0.3
C 1.69161 -3.23358 1.42670 0.1 0.0 -0.3
C 1.75084 -3.18851 -0.10860 0.8 -0.6 0.5
O 2.69073 -3.71877 -0.68819 -0.3 0.1 -0.1
O 0.80862 -2.50459 -0.65777 0.1 -0.1 -0.4
H 2.67711 -1.48907 1.81971 0.0 0.0 0.1
H 1.47196 -1.77645 2.86872 -0.1 0.2 0.0
H 0.74836 -3.69003 1.72634 0.0 0.1 0.0
H 2.51387 -3.83832 1.80590 0.0 0.0 0.0
Cl -3.41472 -4.31946 6.11532 0.0 0.0 -0.1
C -2.67657 -3.22519 5.01309 0.0 0.0 0.1
C -2.63260 -3.51258 3.65258 -0.1 -0.1 0.0
Cl -3.33353 -4.96100 3.04953 0.0 0.0 0.0
C -2.02552 -2.62183 2.78587 0.2 0.2 0.0
Cl -1.86256 -2.97629 1.10227 -0.2 -0.5 0.1
C -1.48037 -1.37998 3.18222 -0.1 -0.3 0.2
O -1.00029 -0.55839 2.30159 -0.2 -0.1 0.4
C -1.50503 -1.14908 4.57807 0.0 0.1 -0.1
Cl -0.76195 0.27656 5.20345 0.0 0.1 -0.1
C -2.09070 -2.04405 5.46839 0.0 0.0 0.0
Cl -2.10081 -1.69608 7.15162 0.0 0.0 0.0
N -3.69792 1.36743 -0.43555 -0.2 0.0 0.1
C -3.67598 0.05324 -0.21172 -0.1 0.1 0.2
S -2.82365 -0.98368 -1.24407 0.3 -0.2 -0.3
N -4.33879 -0.46829 0.83163 0.0 0.1 0.0
C -5.03373 0.20615 1.87131 0.0 0.2 0.2
C -5.93465 1.23527 1.61618 0.0 -0.1 -0.1
C -6.55821 1.87973 2.67515 0.0 0.0 0.0
C -6.31128 1.48642 3.98090 0.0 0.0 0.0
C -5.45958 0.41837 4.22659 0.0 0.0 0.0
C -4.81709 -0.21826 3.17898 0.1 0.0 -0.1
H -3.17204 1.73040 -1.21546 0.0 -0.1 0.0
H -4.14168 2.00298 0.20790 0.0 0.0 0.0
H -4.16590 -1.45278 0.96974 0.0 0.0 -0.1
H -6.19845 1.49157 0.59810 0.0 0.0 0.0
H -7.25827 2.67806 2.46769 0.0 0.0 0.0
H -6.79045 1.99892 4.80374 0.0 0.0 0.0
H -5.29907 0.07576 5.24040 0.1 0.0 0.0
H -4.14349 -1.04830 3.36391 0.0 0.1 0.0
C 2.88208 4.45703 -1.04844 0.0 0.1 -0.1
C 3.08630 3.24095 -0.36724 0.1 -0.1 0.1
C 2.22094 2.19927 -0.55760 0.0 0.0 -0.1
C 1.10455 2.28276 -1.42892 0.0 -0.1 -0.1
C 0.20692 1.16312 -1.57772 0.0 0.4 -0.2
C -0.73167 1.33245 -2.58702 0.2 -0.2 0.1
C -0.85059 2.50011 -3.37888 0.0 0.1 -0.1
C -0.04614 3.57786 -3.15498 -0.1 -0.1 -0.1
C 0.95981 3.49146 -2.16494 0.1 -0.1 0.1
C 1.84713 4.57103 -1.93294 0.0 0.0 0.0
H 3.56846 5.27968 -0.89484 0.0 0.0 0.0
H 3.92393 3.14990 0.31429 0.0 -0.1 0.0
H 2.40024 1.24624 -0.07135 0.0 0.0 0.1
H -1.42073 0.52966 -2.81331 -0.1 0.0 0.0
H -1.59933 2.53036 -4.16306 0.0 0.0 0.0
H -0.13434 4.48152 -3.74657 0.0 0.0 0.0
H 1.68942 5.49070 -2.48484 0.0 0.0 0.0
C 3.78836 -2.34322 -4.25696 -0.3 -0.3 0.1
C 2.51413 -1.99607 -3.45079 0.0 0.1 0.1
N 2.74961 -0.79513 -2.65235 0.1 0.0 0.0
C 3.95398 -0.98483 -1.84794 -0.1 0.0 -0.2
C 5.20380 -0.99671 -2.76024 0.0 0.0 0.5
N 4.71529 -1.16696 -4.16367 0.1 0.0 -0.1
C 3.99929 0.07675 -4.58988 -0.3 0.3 0.0
C 2.90368 0.35822 -3.52960 -0.1 0.0 0.1
H 3.57879 -2.53103 -5.30862 0.1 0.1 0.0
H 4.29445 -3.21123 -3.83560 0.1 0.1 0.0
H 2.26979 -2.81177 -2.77880 0.0 -0.1 0.0
H 1.66038 -1.82272 -4.10622 0.0 0.1 0.0
H 3.86338 -1.93848 -1.33754 0.0 -0.1 0.1
H 4.03551 -0.18608 -1.10922 0.0 0.0 -0.1
H 5.87411 -1.81902 -2.51496 0.0 0.0 -0.1
H 5.76308 -0.06295 -2.71407 0.0 0.0 -0.1
H 5.51259 -1.32589 -4.77429 0.0 0.0 0.0
H 3.57775 -0.09893 -5.57840 0.1 -0.1 0.0
H 4.72247 0.88792 -4.65644 0.1 -0.1 0.0
H 1.94864 0.56039 -4.01396 0.0 0.0 0.0
H 3.14930 1.23077 -2.92444 0.0 0.0 0.0
```
Positions in Å, forces in eV/Å.


Which of these has the highest multiplicity?
C32H34AsIrN5O2Se


Which of these has the lowest energy above the lowest of the compared OMol25 structures with the same formula, charge and spin?
C32H34AsIrN5O2Se


Which of these has the lowest energy above the lowest of the compared OMol25 structures with the same formula, charge and spin?
C32H34AsIrN5O2Se